Record 1
A structure of composition C11H32N10O15Zn2 at a distorted geometry, computed with ωB97M-V/def2-TZVPD.

Structure (XYZ):
```
70
Properties=species:S:1:pos:R:3:forces:R:3
Zn -1.69491 0.08475 -2.03971 1.053 -1.677 -0.552
Zn 1.32970 0.85410 -2.24805 0.353 -1.391 -0.567
O -2.44086 -1.83198 -1.46651 3.281 1.811 -4.785
O -1.21583 0.69303 -0.08481 -6.454 -3.029 8.348
O 0.57884 -4.85456 -0.47017 -1.118 0.073 0.875
O -1.08774 2.51484 4.46832 -0.669 -0.311 0.485
O 0.16228 -2.19657 1.25477 0.972 -0.534 -0.283
O -0.45117 1.59200 -1.55103 0.012 7.630 -9.814
O 2.32842 -0.14471 1.89237 0.499 1.725 1.830
O 0.18674 -0.85700 -2.66250 2.407 -6.883 8.789
O 5.07504 -0.42188 3.94018 -1.148 0.395 0.202
O 0.90708 0.88066 -0.28349 5.610 0.720 4.940
O -1.16211 -0.43113 -4.05463 -7.939 -1.661 -4.589
O -0.37495 5.36163 0.62759 3.886 1.159 -2.460
O 0.73685 0.34778 -4.11700 6.242 3.349 -5.801
O 2.84656 -0.50889 -1.84416 -1.543 4.033 0.592
O -3.43112 3.99684 -5.06356 -1.024 1.975 0.340
N 1.00657 1.67089 4.35076 4.551 0.084 3.834
N -1.93786 3.38054 -3.50935 1.973 1.025 3.491
N -0.18642 1.40509 2.70299 -2.133 -1.141 -3.531
N 2.67697 -2.70813 -2.04868 -4.363 -4.183 -0.289
N 4.57384 -1.78973 -2.03832 5.817 -0.013 -0.125
N -3.13864 -1.36425 0.49885 -0.205 2.943 4.724
N -1.56863 5.57232 2.41207 -1.644 0.934 3.254
N -4.15991 -2.86760 -0.65853 -3.487 -2.870 -0.623
N -2.64734 2.02757 -5.06411 0.048 -6.834 -2.465
N -2.00532 3.92940 0.88000 -2.105 -1.800 0.562
C -0.69046 -4.26700 0.00275 1.261 0.349 -0.943
C 0.03274 -0.64017 -3.86047 -1.868 6.906 3.442
C 3.94778 -1.23839 3.61875 -0.523 -0.006 -2.476
C -0.57392 -3.43885 1.33264 -0.030 0.991 -1.078
C -0.22536 1.36769 -0.34498 0.301 -5.985 -4.017
C -2.71526 3.17187 -4.52304 -1.792 2.989 -1.881
C 3.31451 -1.60217 -1.96365 0.127 0.074 -0.341
C 3.33304 -1.08663 2.14233 0.360 -1.804 0.099
C -3.25238 -1.96937 -0.60044 0.317 -0.763 0.119
C -1.25395 4.96671 1.30771 -0.861 -1.021 -1.858
C -0.20565 1.87352 3.92101 -1.295 1.983 -0.171
H -4.31175 -3.27407 -1.57058 -0.444 -0.125 0.345
H -2.39487 -0.68376 0.56085 0.035 0.453 0.623
H 4.38292 -2.23711 3.65496 -0.565 -0.287 -0.144
H -0.12469 -1.55278 0.60301 -0.557 -0.158 -0.359
H -1.96063 4.30650 -3.10665 0.285 -0.278 -0.019
H -1.04846 -3.70594 -0.86047 0.176 1.193 0.330
H -3.27461 1.79851 -5.82185 0.101 0.566 0.150
H 2.84379 -2.04463 1.96630 0.091 -0.555 0.274
H -2.21867 1.19467 -4.68645 0.572 0.116 0.076
H 4.13379 -1.08694 1.40281 0.323 0.604 -0.052
H -1.21205 2.72227 -3.26447 -0.058 0.447 0.151
H -4.86855 -2.78953 0.05690 -0.311 -0.758 -0.618
H -1.45667 -5.03637 -0.09250 0.321 -0.587 1.265
H 5.19064 -0.99531 -1.94576 -0.007 -0.331 -0.046
H 1.72357 1.47583 3.66667 0.038 -0.042 0.385
H -2.83783 3.67340 1.39136 0.214 -0.063 0.007
H 1.68190 -2.67792 -2.21900 -0.146 0.233 0.075
H 0.00393 -3.91578 2.12430 -0.511 -0.646 -0.168
H -0.91151 6.24900 2.77315 -0.428 -0.165 -0.081
H 0.66689 0.93268 2.44071 -0.745 -0.408 -0.728
H -1.54982 -3.08765 1.66791 -0.373 -0.923 0.151
H -2.45116 5.37333 2.86112 0.527 0.180 0.371
H 1.82974 -0.19590 1.07364 0.340 -0.398 -0.553
H 4.79273 0.15633 4.65262 0.226 0.264 -0.006
H 1.32584 2.17953 5.16282 -0.190 -0.090 -0.087
H 4.94633 -2.71354 -2.20538 0.225 0.517 0.109
H -1.96565 3.52472 -0.04454 0.464 0.649 0.127
H 3.10435 -3.61158 -2.19434 0.056 0.416 0.024
H 1.23343 -4.15242 -0.48082 -0.002 0.274 0.159
H -3.87836 -1.46422 1.17921 0.588 0.478 0.272
H -1.04985 1.35418 2.18146 0.442 -0.145 -0.160
H 3.03809 -1.18776 4.21710 0.446 0.327 0.852
```
Positions in Å, forces in eV/Å.

Energy above the lowest of the compared OMol25 structures with the same formula, charge and spin in kcal/mol: 181.5
Max |F| in Eh/bohr: 0.242
Total charge: 0
Frontier orbital gap in eV: 7.5861
Lowest unoccupied orbital energy in eV: -1.2



Record 2
A structure of composition C13H19Cl3F4N4SSiW, computed with ωB97M-V/def2-TZVPD.

Structure (XYZ):
```
46
Properties=species:S:1:pos:R:3:forces:R:3
W -0.68535 0.35049 -0.73384 -0.370 0.393 0.237
Cl 0.42190 0.18293 -4.72953 -0.061 0.035 -0.007
Cl -0.57148 -2.61413 -3.38683 0.012 0.008 -0.003
Cl -2.69927 0.54275 -1.92025 -0.043 -0.011 -0.612
S -1.80594 1.60582 1.08759 0.246 -0.010 -0.157
Si -0.17621 -0.68056 -3.02427 -0.096 0.065 0.227
F -1.81883 -1.71862 -0.48576 -0.164 -0.107 0.232
F -2.68625 -4.28874 -0.05385 -0.023 0.012 -0.016
F 1.32924 -5.14654 2.23001 0.025 0.012 0.010
F 2.15898 -2.67448 1.82729 0.013 0.019 -0.003
N -3.31637 0.89666 3.10079 -0.058 0.004 -0.011
N 0.38781 -0.76527 0.38005 0.532 -0.717 0.282
N 1.09811 1.60500 -0.50356 0.133 0.231 0.052
N -3.80971 -0.18691 1.13906 -0.109 0.003 0.013
C -1.06947 -2.62810 0.21843 0.176 0.044 -0.010
C 1.47536 -0.12405 1.16768 0.041 0.095 -0.038
C 0.14561 -2.13149 0.67010 -0.168 -0.090 -0.011
C 0.52705 -4.33071 1.57147 0.003 0.035 -0.006
C -0.69116 -4.78860 1.11274 -0.012 -0.014 -0.006
C 0.96216 -3.02234 1.36433 -0.096 -0.034 -0.071
C -3.08037 0.67979 1.81882 -0.121 0.012 -0.029
C -0.11013 3.18562 -1.98714 -0.050 0.025 -0.024
C 2.23006 1.19912 -1.42143 -0.059 0.002 -0.061
C 1.47282 1.37399 0.92311 0.172 -0.096 -0.196
C -1.50746 -3.91411 0.41805 0.062 0.058 0.007
C 3.57591 1.86631 -1.18801 -0.019 0.008 0.005
C 0.72656 3.03791 -0.73405 0.007 -0.023 0.105
H 1.88467 1.41150 -2.43254 0.022 -0.023 0.009
H -1.05102 2.61503 -1.92493 0.027 -0.001 0.007
H 2.42387 -0.57256 0.87360 -0.011 0.011 -0.010
H -4.13208 0.52673 3.56689 0.017 -0.013 0.016
H 4.00854 1.63723 -0.21598 0.008 -0.008 0.008
H 4.26845 1.48233 -1.93673 -0.013 -0.008 -0.018
H 2.46250 1.77272 1.14099 -0.050 0.132 -0.005
H -0.42714 4.22217 -2.10077 0.002 0.001 0.009
H 0.41461 2.90049 -2.89760 0.011 0.000 0.007
H -3.74151 -0.20904 0.13180 0.014 -0.004 0.017
H -4.59614 -0.65889 1.56238 0.019 -0.013 0.004
H 0.74799 1.89332 1.54187 0.007 -0.092 0.055
H 0.16070 3.36619 0.13855 -0.006 0.013 -0.027
H 1.32117 -0.34225 2.22485 -0.007 0.037 -0.001
H 3.54395 2.94676 -1.31533 -0.007 0.010 0.022
H 2.33177 0.11592 -1.33602 0.010 0.007 0.008
H -2.74364 1.55182 3.60889 -0.004 -0.002 0.003
H -0.99227 -5.81299 1.28588 -0.006 -0.003 0.000
H 1.63201 3.64179 -0.77679 -0.006 0.002 -0.015
```
Positions in Å, forces in eV/Å.

Max |F| in Eh/bohr: 0.018
Total charge: +2
Frontier orbital gap (spin up / spin down) in eV: 7.3041 / 7.3182
Lowest unoccupied orbital energy (spin up / spin down) in eV: -7.7 / -7.7



Record 3
The ion C3H8BrN2 with charge +1 at a distorted geometry, computed with ωB97M-V/def2-TZVPD.

Structure (XYZ):
```
14
Properties=species:S:1:pos:R:3:forces:R:3
Br -2.52762 -0.10933 -0.49597 -0.108 0.581 -0.050
N 1.23650 -1.52878 0.09201 0.839 0.921 0.140
N 0.01896 0.84463 0.12592 1.539 -2.789 0.114
C -0.20155 -1.55891 0.09335 0.829 -0.871 0.703
C -0.74949 -0.18818 -0.06722 0.785 0.197 1.139
C -0.26488 2.23457 0.03514 -0.675 0.155 -1.355
H -0.39014 -2.12674 1.07383 -0.728 1.425 -1.027
H 1.04231 0.70446 0.43044 -2.185 -0.881 -0.592
H -0.64314 -2.21087 -0.65750 -0.185 0.147 -0.411
H 1.51005 -2.46699 0.00839 0.977 -1.379 0.225
H 1.79670 -1.01185 -0.58728 -0.912 -0.122 -0.300
H -0.26572 2.48997 -1.07718 -0.518 0.095 1.529
H -1.23542 2.33514 0.58471 1.034 1.083 -0.573
H 0.67343 2.59289 0.44138 -0.692 1.438 0.459
```
Positions in Å, forces in eV/Å.

Energy above the lowest of the compared OMol25 structures with the same formula, charge and spin in kcal/mol: 42.5
Max |F| in Eh/bohr: 0.062
Total charge: +1
Frontier orbital gap in eV: 9.2914
Lowest unoccupied orbital energy in eV: -4.8



Record 4
A structure of composition C5H10O, computed with ωB97M-V/def2-TZVPD.

Structure (XYZ):
```
16
Properties=species:S:1:pos:R:3:forces:R:3
O -0.27593 -0.18496 -1.40296 0.044 0.043 0.016
C -1.41230 -0.75730 -0.61849 -0.308 0.141 -0.097
C 0.92676 -0.94877 0.45374 0.114 0.045 -0.109
C 0.87379 -0.43609 -0.86602 0.082 -0.347 0.097
C -1.95263 0.23267 0.39781 0.032 0.035 0.134
C 1.59166 0.86311 0.17581 0.132 0.429 0.177
H 1.78483 -1.53022 0.77944 -0.106 0.106 -0.092
H -1.87475 1.29343 0.10157 -0.024 -0.148 -0.054
H 0.14562 -0.73586 1.16407 0.034 -0.067 -0.134
H -2.16669 -0.88317 -1.40496 0.116 -0.035 0.157
H 2.21845 1.29221 -0.60974 -0.118 -0.112 0.106
H -1.49707 0.15815 1.40494 -0.032 0.071 -0.177
H 1.68306 -0.64254 -1.56529 -0.111 0.054 0.114
H 0.74846 1.51563 0.39414 0.085 -0.172 -0.015
H -3.02011 0.02470 0.53966 0.174 0.004 -0.004
H 2.22684 0.73902 1.05629 -0.114 -0.046 -0.120
```
Positions in Å, forces in eV/Å.

Energy above the lowest of the compared OMol25 structures with the same formula, charge and spin in kcal/mol: 146.3
Max |F| in Eh/bohr: 0.009
Total charge: 0
Frontier orbital gap (spin up / spin down) in eV: 6.6449 / 6.6467
Lowest unoccupied orbital energy (spin up / spin down) in eV: 0.4 / 0.4



Record 5
A structure of composition C40H45BBr2CaN11O3P2S at a distorted geometry, computed with ωB97M-V/def2-TZVPD.

Structure (XYZ):
```
106
Properties=species:S:1:pos:R:3:forces:R:3
Br -3.94503 5.32802 4.75603 0.028 0.009 -0.051
Br 3.82281 4.82902 3.75197 -0.020 0.010 -0.073
Ca -0.94051 0.65814 -0.15971 0.288 -0.446 1.487
S 0.40284 -2.44780 2.05667 0.678 0.596 0.239
P -2.57387 -1.74456 -2.61246 -0.150 -0.090 -0.140
P 0.48031 -2.05392 -1.63464 0.215 -0.129 -0.605
O 1.62509 2.74200 -1.06017 0.068 0.145 -0.373
O 0.86651 -1.31925 1.16506 -0.186 -0.182 0.579
O 0.80089 1.60012 -2.84710 0.371 0.208 -0.017
N -4.59543 0.09225 -0.00605 0.192 0.129 -0.134
N -2.05564 -1.84135 1.30031 -0.362 -0.418 0.197
N -4.26482 3.04628 -1.76018 0.101 -0.178 0.089
N -2.91256 1.60741 -0.88218 -0.732 0.326 -0.056
N -1.83551 1.95390 2.37133 -0.281 -0.097 -0.334
N -3.01733 2.77974 -1.56989 -0.243 -0.202 0.128
N -2.43784 -0.73474 0.65221 -1.490 -0.927 0.426
N 0.76296 1.91398 1.85317 0.199 -0.278 -0.369
N -3.08967 -2.55370 1.61099 0.033 0.233 -0.220
N -4.20654 -1.94614 1.16374 -0.074 -0.069 0.027
N -5.04185 2.08133 -1.21316 -0.106 0.154 -0.070
C 3.03216 2.60908 2.15662 0.035 -0.049 0.014
C -1.32160 -2.37089 -3.81273 0.603 0.034 0.119
C 0.69791 3.69730 -3.97590 -0.041 -0.064 0.034
C 4.17166 -2.76071 3.70818 -0.035 -0.098 -0.004
C -3.84733 2.93108 3.23254 0.012 -0.071 -0.032
C 0.34398 2.91667 2.61110 -0.051 0.096 0.010
C 3.05470 -2.22028 3.08740 -0.028 0.266 -0.068
C -0.34874 0.12272 5.10756 -0.046 -0.006 0.003
C 3.78700 2.42344 -2.01379 -0.017 0.002 0.036
C 1.63930 2.63457 -3.41091 -0.304 0.102 0.152
C -1.65022 -2.72423 -5.12364 0.035 0.019 0.071
C 1.00354 -2.80406 -4.34520 -0.123 -0.003 0.172
C -4.04352 -1.49526 -3.70141 0.070 0.066 0.137
C 0.65616 -3.13259 -5.64633 0.082 -0.021 -0.059
C -1.86977 -1.72740 5.34582 0.053 -0.010 -0.017
C 3.07296 -4.89889 3.85355 0.006 0.127 -0.022
C 2.58037 3.65405 2.93126 -0.100 0.183 0.193
C -3.07840 -3.35771 -1.86213 0.107 0.167 0.046
C -4.17966 1.23225 -0.68865 0.189 0.032 -0.074
C -3.76718 -0.83878 0.57598 0.156 -0.191 0.151
C 0.03975 -2.43120 -3.40555 -0.466 -0.003 -0.190
C -3.15445 1.94294 2.54815 0.135 -0.112 0.015
C 2.44939 3.14114 -2.18257 -0.121 -0.283 0.202
C -1.13162 2.96972 2.86020 0.022 -0.012 -0.044
C -0.27442 -1.70405 3.56052 -0.071 -0.029 0.000
C 0.98756 -3.77324 -1.14548 -0.299 0.139 0.134
C 4.18170 -4.09736 4.09406 -0.030 -0.013 -0.013
C 2.06553 1.77327 1.62299 -0.161 -0.203 -0.085
C 2.47324 2.03809 -4.52925 -0.012 -0.079 -0.038
C 0.21577 -0.48617 3.99602 0.063 0.011 0.006
C -1.40044 -0.49217 5.77677 0.050 -0.021 -0.081
C -0.67398 -3.10420 -6.03298 -0.032 -0.007 -0.009
C 1.93888 -3.01252 2.87354 -0.297 -0.411 -0.188
C -1.72871 4.00395 3.56851 0.062 0.155 0.135
C 1.22901 3.83967 3.15792 0.066 0.088 0.170
C -1.30866 -2.33871 4.23242 0.043 -0.075 -0.043
C 2.18454 -1.38727 -1.86018 -0.098 0.045 0.033
C -3.09825 3.96264 3.75109 0.058 0.143 0.131
C 2.65111 4.64418 -2.11218 0.021 0.011 0.048
C 1.95091 -4.35272 3.24108 -0.015 -0.003 0.059
B 0.68424 1.75303 -1.44613 1.943 1.071 -1.584
H -3.68707 1.09479 2.13600 0.026 0.043 -0.027
H -1.86353 -0.00383 6.62497 0.024 -0.010 0.022
H -1.69786 -3.28007 3.86170 -0.045 0.093 -0.019
H 1.58701 -4.22794 -1.93483 0.058 -0.018 0.034
H 1.07143 -4.96210 3.04900 0.104 0.012 -0.010
H 2.04894 -2.84064 -4.05743 -0.057 0.001 -0.018
H -3.81328 -0.75093 -4.46511 -0.039 -0.016 0.002
H 0.89155 4.66407 3.76909 0.027 -0.035 -0.011
H -4.41443 -2.41247 -4.16559 0.030 0.023 -0.015
H 4.49717 2.68685 -2.80401 -0.026 -0.039 0.074
H 3.04730 -1.18180 2.77164 -0.031 -0.075 -0.031
H 2.88122 -2.13810 -2.24100 0.002 0.027 0.030
H 5.05745 -4.51583 4.57690 -0.029 0.023 -0.041
H 0.02469 1.08525 5.44086 -0.024 -0.037 -0.018
H 3.17119 2.77727 -4.93621 -0.031 -0.052 0.000
H 1.42584 -3.41304 -6.35795 -0.037 0.015 0.038
H -0.95254 -3.37290 -7.04591 0.000 0.024 0.027
H 1.69202 5.15150 -2.01833 0.045 0.026 -0.048
H 4.21272 2.70735 -1.04686 -0.003 -0.001 -0.070
H 3.03467 1.16669 -4.18854 0.004 0.066 -0.024
H 0.04395 4.07371 -3.18709 0.037 0.046 -0.058
H 3.17623 5.02238 -2.99535 -0.017 -0.019 0.055
H 2.52540 -1.04413 -0.88138 0.013 0.000 -0.029
H -4.83009 -1.08205 -3.06559 0.007 -0.005 -0.042
H 1.57242 -3.71216 -0.22403 0.002 -0.034 -0.067
H -2.69192 -2.20655 5.86287 0.009 0.009 -0.029
H 1.02064 -0.01347 3.45283 -0.032 0.047 -0.041
H -4.00611 -3.21618 -1.30557 0.023 -0.003 0.040
H -3.21716 -4.11555 -2.63464 -0.025 -0.037 -0.002
H 2.34136 0.93034 0.99478 -0.042 0.116 0.007
H 0.10938 -4.39542 -0.96045 0.040 0.014 0.005
H 3.08812 -5.94604 4.12895 -0.026 0.022 0.022
H -4.92112 2.89088 3.34579 0.034 -0.034 -0.003
H -1.15265 4.82361 3.97363 -0.051 -0.020 -0.022
H 1.24422 4.52597 -4.43690 -0.057 -0.036 0.024
H 4.08698 2.45310 1.97868 -0.050 -0.030 -0.046
H 3.24628 4.87829 -1.22534 -0.019 0.031 -0.058
H -2.31609 -3.68747 -1.15511 -0.021 -0.014 0.027
H 1.80321 1.71310 -5.32791 0.059 0.013 -0.002
H 2.13530 -0.53506 -2.53830 0.015 0.013 0.047
H 0.05919 3.23009 -4.72855 0.043 0.029 0.028
H -2.68408 -2.70023 -5.44985 0.075 0.034 0.035
H -5.58141 -0.09232 -0.00267 -0.048 -0.039 0.007
H 3.63243 1.34230 -2.00855 0.057 0.033 -0.034
H 5.04191 -2.14136 3.88714 -0.020 0.007 -0.009
```
Positions in Å, forces in eV/Å.

Energy above the lowest of the compared OMol25 structures with the same formula, charge and spin in kcal/mol: 39.4
Max |F| in Eh/bohr: 0.053
Total charge: -1
Frontier orbital gap in eV: 5.9056
Lowest unoccupied orbital energy in eV: 1.8